Record 1
ORCA calculation (wB97M-V/def2-TZVPD) on a molecular structure, C22H36N3O3RuSSi3 in a non-equilibrium geometry.

Its frontier orbital gap (alpha / beta) is 6.21 / 6.36 eV. The relative energy (zero: lowest compared OMol25 entry of this formula, charge and spin) comes out at 0.000 eV. The net charge is +2. Its spin multiplicity is 6. The LUMO energy (alpha / beta) comes out at -6.1 / -8.3 eV. The value obtained for the HOMO energy (alpha / beta) is -12.2738 / -14.6313 eV. The calculation puts the largest force on an atom at 1.28 eV/A.

The geometry in XYZ format:
```
69
Properties=species:S:1:pos:R:3:lowdin_spin:R:1
Ru 0.309 -0.947 -0.282 2.435
N -3.103 -0.941 2.218 0.204
C -4.152 -0.213 1.726 0.091
C -5.237 0.110 2.548 0.014
C -6.334 0.750 2.023 0.072
C -6.385 1.096 0.662 0.052
C -5.318 0.820 -0.154 0.022
C -4.186 0.183 0.372 0.122
S -2.842 -0.109 -0.673 0.410
N -1.652 -0.606 0.357 0.340
C -1.980 -1.295 1.512 0.301
C -1.121 -2.338 1.917 0.063
C -1.307 -3.161 3.046 0.089
C -0.390 -4.145 3.326 0.024
C 0.714 -4.327 2.488 0.103
C 0.855 -3.486 1.407 0.027
N -0.020 -2.516 1.122 0.149
H -3.192 -1.293 3.159 0.005
H -5.199 -0.156 3.598 -0.001
H -7.170 0.986 2.667 0.003
H -7.259 1.590 0.262 0.002
H -5.333 1.100 -1.201 -0.001
H -2.172 -3.033 3.681 0.005
H -0.522 -4.777 4.194 -0.001
H 1.446 -5.098 2.678 0.005
H 1.704 -3.566 0.738 0.000
C 2.383 -2.742 -1.996 0.003
O 2.211 -1.691 -1.031 0.011
Si 2.991 -0.162 -0.988 0.031
C 3.976 0.231 -2.526 0.010
C 4.165 -0.392 0.459 0.002
C 1.366 0.824 -0.684 0.167
Si 0.545 1.629 -2.196 0.047
C -0.969 2.684 -1.819 0.008
C -0.014 0.166 -3.347 0.005
C 1.724 2.718 -3.164 0.018
Si 1.322 1.786 0.983 0.031
C 2.544 3.204 0.859 0.007
C -0.398 2.440 1.415 0.002
C 1.702 0.530 2.360 0.025
H 2.503 -2.330 -2.994 0.000
H 1.514 -3.398 -1.974 0.001
H 3.269 -3.323 -1.739 0.000
H 4.800 -0.481 -2.620 0.001
H 4.418 1.225 -2.429 0.000
H 3.386 0.199 -3.438 0.000
H 5.051 -0.922 0.100 0.000
H 3.720 -0.990 1.253 0.000
H 4.505 0.554 0.884 0.000
H -1.597 2.299 -1.022 0.005
H -1.583 2.787 -2.717 0.000
H -0.647 3.686 -1.531 0.000
H -1.033 -1.536 -3.134 0.003
H 0.959 -0.858 -4.723 0.000
H -0.668 0.512 -4.154 0.001
H 2.067 3.547 -2.542 0.000
H 1.192 3.147 -4.017 0.002
H 2.599 2.195 -3.544 0.000
H 2.190 3.968 0.164 0.000
H 3.530 2.873 0.527 0.000
H 2.659 3.680 1.836 0.001
H -0.668 3.330 0.847 0.000
H -0.398 2.716 2.472 0.000
H -1.173 1.687 1.272 0.001
H 2.761 0.485 2.610 0.001
H 1.385 -0.481 2.078 0.008
H 1.161 0.803 3.267 0.002
O -0.746 -0.810 -2.564 0.071
O 1.143 -0.415 -3.885 0.001
```



Record 2
ORCA calculation (wB97M-V/def2-TZVPD) on a single C22H36N4O3 molecule.

Its frontier orbital gap is 9.07 eV. The relative energy (zero: lowest compared OMol25 entry of this formula, charge and spin) comes out at 0.176 eV. Its SMILES is COCCCCC(=O)N[C@H]1CC[C@@H](N(C)C(=O)c2cnc3n2CC[C@@H](C)C3)CC1. The LUMO energy comes out at 0.6 eV. The value obtained for the HOMO energy is -8.4880 eV. The calculation puts the largest force on an atom at 0.17 eV/A.

The geometry in XYZ format:
```
65
Properties=species:S:1:pos:R:3:mulliken_charge:R:1
C 3.259 0.322 2.293 -0.774
O 2.054 -0.229 1.810 -0.097
C 2.270 -1.150 0.751 -0.921
C 0.920 -1.636 0.272 -0.494
C 0.090 -0.518 -0.370 -0.913
C -1.412 -0.705 -0.197 -0.696
C -1.971 -0.591 1.215 0.432
O -3.118 -0.933 1.454 -0.684
N -1.168 -0.049 2.164 0.287
C -1.620 0.064 3.548 -0.149
C -0.408 0.223 4.461 -1.493
C 0.296 1.568 4.271 -0.729
C -0.684 2.712 4.497 -0.255
N -0.065 4.043 4.361 0.126
C 1.183 4.198 3.638 -1.063
C -0.738 5.071 4.949 1.230
O -1.700 4.869 5.684 -0.684
C -0.328 6.463 4.660 -0.648
C 0.114 7.102 3.528 -0.290
N 0.130 8.452 3.705 -0.859
C -0.290 8.644 4.938 0.354
N -0.593 7.481 5.560 0.246
C -1.130 7.370 6.915 -0.353
C -0.876 8.659 7.680 -1.017
C -1.290 9.884 6.868 0.660
C -1.206 11.163 7.686 -1.712
C -0.404 9.964 5.626 -0.731
C -1.868 2.579 3.538 -0.517
C -2.578 1.243 3.721 -1.330
H 3.011 0.999 3.109 0.134
H 3.926 -0.460 2.670 0.312
H 3.781 0.881 1.508 0.338
H 2.818 -0.652 -0.061 0.400
H 2.887 -1.983 1.109 0.428
H 1.063 -2.456 -0.435 0.479
H 0.393 -2.058 1.133 0.316
H 0.391 0.449 0.042 0.343
H 0.320 -0.465 -1.436 0.475
H -1.958 0.035 -0.787 0.333
H -1.733 -1.680 -0.568 0.295
H -0.185 0.072 1.974 0.135
H -2.152 -0.858 3.793 0.544
H -0.750 0.139 5.496 0.557
H 0.298 -0.593 4.286 0.356
H 1.135 1.635 4.968 0.480
H 0.712 1.622 3.260 0.321
H -1.064 2.648 5.519 0.307
H 1.614 5.169 3.857 0.651
H 1.899 3.441 3.953 0.115
H 1.049 4.111 2.555 0.240
H 0.390 6.659 2.586 0.487
H -2.197 7.157 6.849 0.276
H -0.667 6.516 7.405 0.361
H -1.430 8.616 8.620 0.399
H 0.186 8.744 7.934 0.322
H -2.327 9.738 6.543 0.238
H -0.188 11.316 8.054 0.357
H -1.477 12.034 7.086 0.409
H -1.873 11.126 8.548 0.402
H 0.597 10.297 5.920 0.220
H -0.779 10.697 4.910 0.364
H -2.562 3.403 3.710 0.459
H -1.499 2.667 2.510 0.232
H -3.403 1.136 3.017 0.555
H -3.007 1.194 4.727 0.434
```



Record 3
ORCA calculation (wB97M-V/def2-TZVPD) on a molecular structure, C22H36O3P2Pb in a non-equilibrium geometry.

Its frontier orbital gap is 6.75 eV. The relative energy (zero: lowest compared OMol25 entry of this formula, charge and spin) comes out at 0.000 eV. The LUMO energy comes out at -0.4 eV. The value obtained for the HOMO energy is -7.1508 eV. The calculation puts the largest force on an atom at 6.37 eV/A.

The geometry in XYZ format:
```
64
Properties=species:S:1:pos:R:3:mulliken_charge:R:1
P -1.646 -2.863 -3.761 0.562
P -1.097 0.416 -4.406 0.936
C -1.725 -2.163 -5.479 -1.056
C -0.801 -0.949 -5.626 -1.160
H -2.772 -1.888 -5.697 0.321
H -1.397 -2.977 -6.141 0.503
H 0.245 -1.292 -5.491 0.331
H -0.877 -0.529 -6.646 0.519
C -2.733 1.197 -4.802 -1.478
H -2.579 2.279 -4.924 0.409
H -3.439 1.098 -3.964 0.389
H -3.235 0.781 -5.686 0.390
C 0.071 1.582 -5.203 -1.088
H -0.018 1.588 -6.298 0.631
H 1.099 1.290 -4.963 -0.051
H -0.056 2.605 -4.835 0.156
C -2.411 -4.536 -3.909 -1.133
H -2.068 -5.187 -3.087 0.373
H -2.100 -4.974 -4.870 0.396
H -3.509 -4.443 -3.895 0.350
C 0.116 -3.439 -3.771 -1.252
H 0.783 -2.717 -3.288 0.265
H 0.427 -3.571 -4.817 0.439
H 0.194 -4.402 -3.242 0.412
Pb -1.674 -0.837 -2.338 1.001
C 1.475 4.316 -3.808 -0.080
C 0.635 3.771 -2.907 -0.863
C 0.933 2.749 -1.870 0.688
C 2.389 2.224 -1.925 -1.163
C 2.735 1.477 -3.171 0.003
C 3.459 1.854 -4.237 -0.709
C 3.584 3.235 -4.790 -0.437
C 2.981 4.325 -3.885 -1.056
C -1.054 -2.679 -1.026 -1.622
H 1.029 4.915 -4.614 0.317
H -0.417 4.092 -2.951 0.346
H 0.217 1.923 -2.023 -0.371
H 0.701 3.098 -0.848 0.440
H 3.064 3.070 -1.760 0.378
H 2.483 1.517 -1.080 0.479
H 2.352 0.443 -3.173 0.373
H 3.926 1.086 -4.864 0.318
H 3.106 3.298 -5.787 0.295
H 4.656 3.442 -4.940 0.445
H 3.474 4.300 -2.908 0.342
H 3.274 5.280 -4.353 0.402
H 0.028 -2.586 -0.868 0.374
H -1.327 -3.703 -1.337 0.460
H -1.557 -2.423 -0.075 0.447
O 0.932 1.607 1.731 -0.680
C -0.097 1.504 2.575 0.292
C 0.006 2.032 3.878 -0.662
C -0.971 1.748 4.821 -0.280
C -2.058 0.931 4.476 -0.623
C -2.187 0.450 3.165 -0.379
C -1.269 0.797 2.177 0.096
C -1.481 0.396 0.729 0.946
O -2.615 0.020 0.343 -0.747
O -0.439 0.500 -0.034 -0.801
H 0.597 1.129 0.876 0.370
H 0.888 2.618 4.117 0.398
H -0.874 2.141 5.836 0.350
H -2.813 0.676 5.223 0.353
H -3.021 -0.192 2.874 0.393
```



Record 4
ORCA calculation (wB97M-V/def2-TZVPD) on a molecular structure, C22H37ClP2Pd in a non-equilibrium geometry.

Its frontier orbital gap (alpha / beta) is 4.84 / 5.76 eV. The relative energy (zero: lowest compared OMol25 entry of this formula, charge and spin) comes out at 0.697 eV. The net charge is +2. Its spin multiplicity is 5. The LUMO energy (alpha / beta) comes out at -6.2 / -7.3 eV. The value obtained for the HOMO energy (alpha / beta) is -11.0101 / -13.0655 eV. The calculation puts the largest force on an atom at 3.95 eV/A.

The geometry in XYZ format:
```
63
Properties=species:S:1:pos:R:3:lowdin_spin:R:1
P -1.937 -2.152 -1.940 0.013
P -1.623 -1.984 1.992 0.093
C -2.362 -3.349 -0.618 0.004
C -2.824 -2.935 0.813 0.030
H -1.563 -4.110 -0.568 0.000
H -3.225 -3.836 -1.105 0.000
H -3.762 -2.356 0.728 0.000
H -3.094 -3.874 1.342 0.004
C -0.496 -3.391 2.382 0.013
H 0.353 -2.954 2.930 0.005
H -0.079 -3.833 1.459 0.000
H -0.967 -4.185 2.997 0.000
C -2.632 -1.750 3.484 0.016
H -2.916 -2.683 4.000 0.004
H -3.540 -1.179 3.242 0.000
H -2.036 -1.141 4.165 0.000
C -1.553 -3.092 -3.438 0.004
H -1.184 -2.461 -4.253 0.000
H -2.461 -3.595 -3.766 0.001
H -0.754 -3.824 -3.224 0.000
C -3.403 -1.132 -2.193 0.018
H -3.746 -0.745 -1.218 0.002
H -4.170 -1.771 -2.650 0.001
H -3.182 -0.255 -2.829 0.007
Pd 1.171 2.884 0.072 0.840
C -0.310 -0.345 1.860 0.079
C 0.768 -1.015 1.167 0.550
C 0.603 -1.785 -0.053 0.080
C 0.768 -1.197 -1.520 0.084
C -0.608 -0.912 -2.064 0.077
C -1.101 0.325 -1.422 0.606
C -1.691 0.282 -0.165 0.128
C -1.078 0.828 1.159 0.112
C 1.342 3.058 -1.886 0.285
H 0.025 0.071 2.841 0.003
H 1.777 -0.948 1.642 0.017
H -0.403 -2.209 -0.052 0.003
H 1.262 -2.663 0.044 0.012
H 1.295 -0.248 -1.572 0.006
H 1.309 -1.961 -2.123 0.008
H -0.703 -0.837 -3.150 0.006
H -0.801 1.278 -1.906 0.029
H -1.904 -0.776 0.076 0.003
H -2.656 0.798 -0.309 0.039
H -0.512 1.785 0.969 0.029
H -1.911 1.070 1.834 0.004
H 1.378 4.161 -1.838 0.041
H 0.496 2.671 -2.495 0.037
H 2.339 2.656 -2.187 0.021
Cl 1.272 4.009 2.187 0.036
C 2.832 4.233 1.333 0.093
C 3.235 5.550 1.110 -0.009
C 4.379 5.765 0.331 0.076
C 5.093 4.666 -0.157 0.006
C 4.684 3.368 0.069 0.056
C 3.529 3.114 0.846 0.064
C 2.837 1.850 0.884 0.314
H 2.645 6.355 1.553 -0.002
H 4.701 6.784 0.183 0.004
H 5.980 4.868 -0.722 -0.001
H 5.205 2.520 -0.367 0.002
H 3.295 1.117 0.242 0.021
H 2.614 1.415 1.855 0.022
```



Record 5
ORCA calculation (wB97M-V/def2-TZVPD) on 2 unconnected molecules or ions with the total composition C22H37FINO7S in a non-equilibrium geometry.

Its frontier orbital gap is 7.39 eV. Its SMILES is COCCCCCCCCCCCCN(C[C@@H](C)I)S(=O)(=O)F.O=C1C=C(O)C(=O)C=C1O. The LUMO energy comes out at -1.7 eV. The value obtained for the HOMO energy is -9.1301 eV. The calculation puts the largest force on an atom at 1.76 eV/A.

The geometry in XYZ format:
```
70
Properties=species:S:1:pos:R:3:mulliken_charge:R:1
C 2.898 -2.530 -2.332 -0.361
O 1.878 -3.406 -2.797 -0.457
C 0.555 -3.008 -2.475 0.878
C -0.277 -4.245 -2.140 -1.215
C -0.513 -4.497 -0.632 -0.700
C 0.690 -4.188 0.284 -0.519
C 0.364 -3.215 1.432 -1.365
C 0.111 -1.771 0.983 0.565
C -1.354 -1.454 0.667 -0.713
C -1.655 0.061 0.681 -0.234
C -1.670 0.618 -0.756 -1.059
C -0.845 1.889 -0.961 -0.933
C 0.585 1.768 -0.427 1.239
C 1.462 2.968 -0.834 -1.875
N 2.385 2.766 -1.961 0.340
C 1.750 2.446 -3.260 -1.503
C 1.523 0.966 -3.631 1.023
C 0.161 0.856 -4.383 -1.413
I 2.998 0.233 -5.038 0.146
S 3.703 1.882 -1.605 0.997
O 3.432 0.577 -1.128 -0.429
O 4.648 2.028 -2.623 -0.584
F 4.233 2.685 -0.389 -0.266
H 3.705 -3.152 -1.938 0.342
H 2.580 -1.880 -1.517 0.189
H 3.326 -1.974 -3.165 -0.008
H 0.508 -2.251 -1.693 -0.508
H 0.111 -2.557 -3.373 0.193
H -1.260 -4.090 -2.591 0.320
H 0.128 -5.125 -2.628 0.460
H -0.745 -5.556 -0.529 0.433
H -1.418 -3.977 -0.338 0.386
H 0.939 -5.125 0.783 0.431
H 1.587 -3.890 -0.253 0.212
H 1.219 -3.219 2.106 0.404
H -0.495 -3.618 1.967 0.385
H 0.362 -1.132 1.833 0.679
H 0.786 -1.461 0.186 -0.816
H -1.687 -1.845 -0.291 0.159
H -1.944 -1.924 1.453 0.463
H -0.980 0.593 1.346 0.280
H -2.651 0.167 1.107 0.275
H -1.317 -0.113 -1.487 0.385
H -2.705 0.823 -1.028 0.347
H -0.863 2.218 -1.999 0.574
H -1.330 2.689 -0.394 0.367
H 1.029 0.799 -0.643 -0.795
H 0.489 1.818 0.654 0.608
H 0.793 3.785 -1.093 0.449
H 2.011 3.299 0.041 0.457
H 2.379 2.877 -4.036 0.458
H 0.830 3.015 -3.287 0.568
H 1.448 0.301 -2.780 -0.340
H 0.362 0.996 -5.441 0.567
H -0.532 1.642 -4.095 0.399
H -0.249 -0.144 -4.285 0.128
O -1.606 3.038 2.593 -0.573
C -1.930 2.794 3.742 1.041
C -1.048 2.986 4.882 -1.088
C -1.472 2.677 6.114 0.375
O -0.712 2.834 7.192 -0.574
C -2.847 2.128 6.363 0.987
O -3.160 1.852 7.505 -0.612
C -3.736 1.956 5.223 -0.786
C -3.313 2.268 3.992 0.275
O -4.080 2.134 2.914 -0.621
H -0.059 3.380 4.691 0.457
H -1.254 2.535 7.949 0.357
H -4.729 1.575 5.414 0.431
H -3.533 2.425 2.158 0.321
```



Record 6
ORCA calculation (wB97M-V/def2-TZVPD) on a single C22H37N3O2S molecule.

Its frontier orbital gap is 8.33 eV. The relative energy (zero: lowest compared OMol25 entry of this formula, charge and spin) comes out at 0.171 eV. Its SMILES is CCOCCCNC(=S)N1CCC(NC(=O)[C@]23C[C@H]4C[C@H](C[C@H](C4)C2)C3)CC1. The LUMO energy comes out at 0.5 eV. The value obtained for the HOMO energy is -7.8675 eV. The calculation puts the largest force on an atom at 0.89 eV/A.

The geometry in XYZ format:
```
65
Properties=species:S:1:pos:R:3:mulliken_charge:R:1
C 4.465 3.771 -0.716 -1.523
C 4.071 2.358 -0.295 0.334
O 4.762 1.873 0.842 -0.417
C 6.154 1.656 0.690 -0.625
C 6.526 0.459 -0.191 -0.275
C 6.102 -0.881 0.420 -1.282
N 4.686 -0.947 0.702 -0.154
C 3.776 -1.127 -0.286 0.316
S 4.246 -1.638 -1.798 -0.432
N 2.473 -0.905 0.006 0.355
C 1.431 -1.350 -0.896 -0.989
C 0.359 -2.102 -0.115 -1.001
C -0.344 -1.178 0.890 -0.179
N -1.602 -0.698 0.360 0.068
C -2.739 -0.668 1.094 -1.387
O -2.775 -1.066 2.239 -0.744
C -3.962 -0.110 0.360 2.362
C -4.283 -0.971 -0.870 -1.228
C -5.526 -0.420 -1.569 0.447
C -6.715 -0.456 -0.612 -1.489
C -6.403 0.402 0.612 0.455
C -6.151 1.844 0.175 -1.493
C -4.962 1.880 -0.782 0.438
C -5.267 1.021 -2.009 -1.426
C -3.716 1.339 -0.079 -1.198
C -5.161 -0.142 1.313 -1.550
C 0.573 0.003 1.246 -1.438
C 2.034 -0.426 1.305 -0.725
H 4.445 4.436 0.145 0.335
H 3.759 4.132 -1.458 0.450
H 5.460 3.792 -1.154 0.350
H 4.182 1.669 -1.142 0.189
H 3.021 2.352 0.014 0.093
H 6.514 1.490 1.710 0.340
H 6.640 2.559 0.300 0.339
H 7.607 0.457 -0.331 0.470
H 6.061 0.556 -1.173 0.177
H 6.343 -1.686 -0.278 0.461
H 6.630 -1.051 1.362 0.457
H 4.404 -0.381 1.488 0.326
H 0.999 -0.492 -1.425 0.184
H 1.894 -2.000 -1.642 0.674
H 0.833 -2.931 0.412 0.321
H -0.373 -2.525 -0.804 0.440
H -0.605 -1.730 1.798 0.406
H -1.592 -0.317 -0.571 0.388
H -4.458 -2.002 -0.555 0.467
H -3.445 -0.974 -1.571 0.440
H -5.744 -1.036 -2.449 0.279
H -6.913 -1.485 -0.304 0.479
H -7.608 -0.079 -1.116 0.507
H -7.250 0.373 1.305 0.267
H -5.944 2.467 1.049 0.483
H -7.038 2.246 -0.320 0.503
H -4.775 2.913 -1.097 0.276
H -6.146 1.414 -2.526 0.509
H -4.428 1.054 -2.708 0.483
H -3.487 1.951 0.798 0.451
H -2.864 1.402 -0.761 0.448
H -5.330 -1.167 1.645 0.435
H -4.932 0.453 2.199 0.443
H 0.279 0.420 2.209 0.568
H 0.460 0.789 0.496 0.310
H 2.638 0.441 1.596 0.790
H 2.156 -1.208 2.067 0.242
```